Entry 1:
# C5H36O13

A molecular structure, C5H36O13 at a distorted geometry (ωB97M-V/def2-TZVPD, the OMol25 dataset).

Structure (XYZ):
```
54
Properties=species:S:1:pos:R:3:lowdin_charge:R:1
C 1.32120 1.66740 -1.49201 -0.19
O 0.02109 1.18938 -1.94059 -0.15
C 2.09999 0.64639 -0.67068 -0.14
C 1.33005 0.28643 0.60987 -0.20
C 0.88273 1.50198 1.45567 -0.26
C 2.06675 2.20122 2.12799 -0.09
H 1.78634 1.79022 -2.46997 0.13
H 1.15365 2.62533 -1.01306 0.10
H -0.51808 0.95391 -1.15164 0.04
H 2.13087 -0.26808 -1.26583 0.11
H 3.03305 1.16939 -0.47177 0.12
H 0.44790 -0.33710 0.46293 0.08
H 1.91398 -0.29148 1.33018 0.10
H 0.32843 2.21416 0.84939 0.09
H 0.19460 1.13163 2.21817 0.09
H 1.81723 2.91188 2.91791 0.07
H 2.54832 2.84155 1.37950 0.07
H 2.76100 1.42756 2.45214 0.07
H -2.79074 1.14892 -0.18164 0.06
H -1.63146 0.47382 0.58731 0.01
O -1.99159 0.61389 -0.30483 -0.06
H 0.67588 -5.04216 0.45514 0.07
H 0.24453 -3.60589 0.18879 0.03
O 1.04110 -4.16720 0.38778 -0.06
H 0.85578 -2.42263 3.38081 -0.12
H -0.11203 -2.66166 2.30805 0.01
O -0.10068 -2.42828 3.24507 -0.09
H 1.95299 -3.39690 -1.10474 0.00
H 3.06772 -4.07812 -1.94021 0.03
O 2.34121 -3.44959 -2.00607 -0.08
H 2.12175 -2.49860 2.85411 0.11
H 1.29371 -3.40747 2.09279 0.05
O 1.59435 -3.30092 3.01901 0.00
H -0.01755 -1.85574 -2.96685 0.06
H -0.15594 -0.51092 -2.18775 0.02
O -0.57272 -1.39171 -2.33465 -0.05
H -2.39748 2.89208 -3.01193 0.06
H -1.09781 2.16428 -2.60112 0.01
O -1.46597 3.04130 -2.82844 -0.06
H -2.09501 3.50741 -0.24834 0.02
H -3.34846 3.98591 0.57085 0.04
O -2.96531 3.24315 0.10385 -0.06
H -0.85477 4.52164 -1.99880 0.00
H 0.29180 5.13827 -0.93497 0.03
O -0.61873 5.02569 -1.20436 -0.07
H -2.07664 -2.63653 -0.08625 0.03
H -0.86129 -2.08207 -0.68335 0.02
O -1.14306 -2.51812 0.16971 -0.09
H -2.75442 -1.29189 -1.48296 0.00
H -3.51498 -2.54176 -2.03910 0.07
O -3.32082 -2.02415 -1.24400 -0.05
H -0.88317 -1.01212 2.35277 0.01
H -2.45184 -0.74852 2.21353 0.07
O -1.57749 -0.34520 2.13256 -0.08
```

HOMO-LUMO gap ... 9.66 eV
Lowest unoccupied orbital energy ... 0.0095 Ha
ΔE to the lowest compared entry with this formula, charge and spin ... 31.01 kcal per mole
HOMO ... -0.345 hartree
E ... -32384.816 eV

=====

Entry 2:
# C5H37N3O11

12 unconnected molecules or ions with the total composition C5H37N3O11 at a distorted geometry (ωB97M-V/def2-TZVPD, the OMol25 dataset).

Structure (XYZ):
```
56
Properties=species:S:1:pos:R:3:lowdin_charge:R:1
C -2.47010 2.63303 -0.75277 -0.01
C -1.23199 1.71251 -0.76789 -0.29
C -1.53486 0.43661 -0.00056 -0.15
C -0.44219 -0.57394 0.16497 -0.23
C 0.51240 -0.49855 1.10866 -0.15
N 1.62392 -1.28047 1.16964 0.11
N -0.51512 -1.79561 -0.67667 0.23
N -0.08065 2.45286 -0.14121 0.20
H -2.94491 2.60338 -1.73396 0.09
H -2.27704 3.68538 -0.55570 0.08
H -3.15209 2.24583 -0.00189 0.08
H -0.92062 1.43451 -1.76826 0.15
H -2.34037 -0.05785 -0.56135 0.14
H -2.06056 0.55666 0.94479 0.09
H 0.44423 0.19591 1.92786 0.12
H 1.79340 -1.94815 0.42292 0.04
H 2.16995 -1.35472 2.00627 0.10
H -1.39529 -2.22991 -0.42572 0.13
H -0.44900 -1.56567 -1.68010 0.11
H 0.18543 -2.52754 -0.52405 0.12
H 0.61854 1.78473 0.21871 0.09
H -0.26769 3.09237 0.66155 0.10
H 0.42684 3.07952 -0.74222 0.16
H 1.03793 -2.38039 -3.62795 0.01
H -0.32090 -1.59516 -4.01991 0.02
O 0.30836 -1.82861 -3.31730 -0.06
H -2.44662 -4.35412 -1.98280 0.06
H -1.49988 -5.05743 -1.00396 0.06
O -1.83851 -4.19166 -1.25464 -0.04
H 2.32946 -4.33640 -4.00827 0.07
H 3.56320 -3.48343 -3.82953 0.08
O 2.62174 -3.50340 -3.62975 -0.03
H -1.72871 -2.67612 -4.98405 0.06
H -2.36369 -1.43054 -5.48090 0.07
O -2.09451 -1.84800 -4.65655 -0.04
H -0.68362 5.29465 1.33316 0.08
H 0.39977 4.80416 2.36240 0.06
O -0.34152 4.53140 1.80959 -0.04
H -1.97131 -1.47985 2.59644 0.04
H -3.48550 -1.62472 2.73482 0.04
O -2.80250 -1.38592 2.12322 -0.03
H 3.38416 2.13032 -0.29385 0.06
H 2.75936 2.53119 1.01803 0.02
O 2.59358 1.95886 0.23239 -0.07
H 2.73549 -4.00235 0.04987 0.07
H 2.68435 -3.49654 -1.45612 0.03
O 2.28032 -3.44114 -0.57952 -0.04
H 2.41476 3.15866 3.28607 0.03
H 3.26623 4.31274 2.54637 0.08
O 2.58678 3.63759 2.47016 -0.03
H -2.65396 2.19954 3.12124 0.06
H -1.16436 2.87662 2.75945 0.01
O -1.87502 2.26826 2.57491 -0.04
H 2.27602 1.59598 4.97552 0.05
H 1.32135 0.44205 4.56340 0.04
O 1.51466 1.37264 4.43175 -0.05
```

HOMO-LUMO gap ... 9.13 eV
Lowest unoccupied orbital energy ... -0.1676 Ha
Charge ... +2
ΔE to the lowest compared entry with this formula, charge and spin ... 52.04 kcal per mole
HOMO ... -0.503 hartree
E ... -32766.057 eV

=====

Entry 3:
# C5H37N3O12

13 unconnected molecules or ions with the total composition C5H37N3O12 at a distorted geometry (ωB97M-V/def2-TZVPD, the OMol25 dataset).

Structure (XYZ):
```
57
Properties=species:S:1:pos:R:3:lowdin_charge:R:1
C 0.19173 -1.88742 -1.50659 -0.04
C 0.95787 -1.75492 -0.20378 -0.44
C 1.75615 -0.46265 -0.22249 -0.17
C 2.72592 -0.20662 0.94256 -0.28
N 4.81844 0.89672 -0.62550 0.09
C 4.23394 1.53674 0.43975 -0.28
N 3.24926 1.12738 1.13106 0.03
N 0.08984 -1.87633 0.96540 0.05
H 0.26197 -1.03597 -2.16839 0.06
H -0.85589 -2.21675 -1.29355 0.07
H 0.55466 -2.73905 -2.05982 0.07
H 1.74394 -2.58782 -0.12847 0.15
H 1.01677 0.37106 -0.28840 0.12
H 2.43807 -0.31309 -1.05420 0.10
H 2.29964 -0.44117 1.92857 0.08
H 3.39870 -1.11319 0.87063 0.10
H 4.50291 -0.05000 -0.77880 0.07
H 4.95560 1.35035 -1.50888 0.09
H 4.51903 2.59408 0.59047 0.13
H -0.35720 -0.97950 1.12122 0.08
H 0.58003 -2.17875 1.79604 0.06
H -3.21615 1.79651 -2.52248 0.03
H -3.74379 3.10390 -2.36598 0.07
O -3.89280 2.22300 -1.97086 -0.06
H -2.68472 1.72502 2.37230 0.01
H -1.45494 2.44318 2.36050 0.01
O -1.83947 1.71317 2.87479 -0.08
H -4.68500 -1.19629 -1.75425 0.06
H -3.35713 -1.44492 -0.81379 0.00
O -3.72958 -1.17650 -1.69057 -0.08
H 0.32130 0.69090 3.21895 0.01
H 1.78039 1.04931 3.52867 0.03
O 0.87067 1.32007 3.70911 -0.07
H -3.00825 -1.88376 -4.06659 0.04
H -2.80942 -0.67530 -3.16471 0.03
O -2.94844 -0.92715 -4.12036 -0.10
H -0.46071 3.28002 0.81482 0.01
H 0.78802 2.90303 1.64096 0.01
O 0.33022 3.64808 1.22272 -0.06
H 1.20343 -1.41111 5.10706 0.04
H 0.28091 -0.31143 4.90865 0.02
O 0.36195 -1.24474 4.64509 -0.08
H 3.42717 -2.80631 3.04374 0.05
H 3.32027 -2.52838 1.53326 -0.01
O 2.88604 -2.96234 2.26598 -0.05
H -3.20551 1.21546 0.65456 0.04
H -3.42024 2.55234 -0.09640 0.02
O -3.38991 2.15017 0.78452 -0.06
H -2.45975 -3.07372 0.03970 0.06
H -2.07835 -1.97066 1.12214 0.04
O -2.72656 -2.25882 0.46674 -0.05
H -1.65230 0.46494 -4.55623 0.01
H -0.49870 -0.48496 -4.72666 0.03
O -0.70518 0.45240 -4.78204 -0.08
H 0.19014 1.55672 -2.02643 0.02
H -0.23378 2.10580 -3.23425 0.04
O -0.64122 1.92924 -2.36948 -0.07
```

HOMO-LUMO gap ... 9.77 eV
Lowest unoccupied orbital energy ... 0.0042 Ha
ΔE to the lowest compared entry with this formula, charge and spin ... 30.69 kcal per mole
HOMO ... -0.355 hartree
E ... -34824.753 eV

=====

Entry 4:
# C5H37NO12S2

13 unconnected molecules or ions with the total composition C5H37NO12S2 at a distorted geometry (ωB97M-V/def2-TZVPD, the OMol25 dataset).

Structure (XYZ):
```
57
Properties=species:S:1:pos:R:3:lowdin_charge:R:1
S -3.12978 -0.42378 -2.44719 0.31
S -3.33095 -2.46892 -2.05988 0.44
C -3.64065 -2.44273 -0.27920 -0.60
C -2.59026 -1.72795 0.66229 -0.23
C -1.10357 -2.03086 0.22376 -0.27
N -0.60866 -3.36816 0.57407 -0.06
C -0.96030 -3.97305 1.85836 -0.31
C -0.44073 -3.04719 2.95762 -0.12
H -1.81876 -0.13172 -1.90515 -0.17
H -4.73654 -2.15537 -0.08409 0.09
H -3.58313 -3.55061 0.02380 0.08
H -3.08206 -0.77191 0.75704 0.08
H -2.77103 -2.17228 1.71757 0.11
H -0.53334 -1.15389 0.68064 0.07
H -0.78470 -1.80725 -0.88792 0.12
H -0.68514 -3.99807 -0.09586 0.05
H -1.97985 -4.04499 2.10908 0.07
H -0.42220 -4.99568 1.90250 0.15
H -1.02649 -1.99599 2.92853 0.10
H 0.67203 -2.94313 2.66021 0.08
H -0.47076 -3.66543 4.00660 0.12
H 1.14407 -0.79055 -0.60093 0.09
H 1.23962 -2.02475 0.44196 0.07
O 1.71579 -1.19639 0.16011 -0.08
H -4.34440 1.94052 1.50284 0.07
H -2.83051 1.94798 0.94322 0.06
O -3.68892 2.56396 1.00878 -0.17
H 4.07192 -0.76691 -3.19569 0.01
H 2.55978 -0.93023 -3.16216 -0.02
O 3.35907 -1.31250 -3.41775 0.00
H 3.56364 1.15096 2.56934 -0.05
H 3.97821 -0.33776 2.69958 0.06
O 4.21828 0.57214 2.95851 -0.07
H -0.15701 1.06111 -2.58854 0.07
H 1.15281 1.66953 -1.93860 0.02
O 0.74308 0.82127 -2.17757 -0.08
H -1.89085 2.65182 -1.63942 -0.02
H -1.31403 3.43702 -0.52589 0.01
O -1.53172 2.61617 -0.84313 0.04
H 3.94638 3.66587 -1.34564 0.07
H 4.25929 2.28058 -0.59376 0.08
O 3.55911 2.72993 -1.29938 -0.18
H -0.04567 0.23732 2.00831 0.07
H -0.00115 1.13168 0.66184 0.00
O -0.38628 1.07209 1.55334 -0.09
H 1.55622 3.19759 2.18366 -0.05
H 2.25753 1.94840 2.78651 0.11
O 2.18584 3.04988 2.81787 -0.08
H 1.93971 4.06591 -0.66930 -0.02
H 0.73478 3.39976 -0.14722 0.07
O 1.00983 4.10712 -0.87113 -0.08
H 5.18571 2.04913 1.68583 0.07
H 3.98307 2.88576 1.44191 0.06
O 4.77699 2.53723 0.93875 -0.09
H 2.30852 -0.04178 0.79263 0.05
H 2.33508 1.56831 0.61527 0.11
O 2.24326 0.83659 1.39897 -0.22
```

HOMO-LUMO gap ... 9.20 eV
Lowest unoccupied orbital energy ... -0.0084 Ha
ΔE to the lowest compared entry with this formula, charge and spin ... 148.51 kcal per mole
HOMO ... -0.347 hartree
E ... -53511.614 eV